1:
16
Properties=species:S:1:pos:R:3 method="wB97M-V/def2-TZVPD" homo_lumo_gap_ha="0.2919 / 0.2919" lumo_energy_ev="-5.6824 / -5.6818" charge=+1 multiplicity=1
N 1.39183 -0.84511 -0.19056
N 2.37034 -0.28452 -0.05716
C -1.37910 -1.25305 -0.03953
C -2.20012 0.03951 -0.41187
C 3.41122 0.42055 -0.07594
C -0.54608 -0.31871 0.73943
C -1.00805 0.92500 0.11649
H 3.56662 1.04025 -0.81898
H 4.15505 0.49213 0.67734
H -0.63060 -1.77885 -0.83866
H -1.85555 -2.06158 0.54435
H -3.10893 0.52137 0.12205
H -1.12604 1.84737 0.68110
H -2.53998 0.19229 -1.46024
H -0.43528 1.43012 -0.67795
H -0.06533 -0.36677 1.69014

2:
16
Properties=species:S:1:pos:R:3 method="wB97M-V/def2-TZVPD" homo_lumo_gap_ha="0.3418 / 0.3213" lumo_energy_ev="-5.8687 / -5.6606" charge=+1 multiplicity=1
N -0.44559 -1.65238 1.06539
N -0.05700 0.03326 -0.75923
C -0.58171 -0.36773 1.75403
C -0.60059 1.23428 -1.26796
C -0.88725 -0.50187 0.35516
C 1.60412 -0.08664 -0.39064
C 2.10474 -1.07417 0.25177
H 0.00965 -0.74796 -1.42577
H 0.32943 0.19584 2.06426
H -0.37955 1.85195 -0.44765
H 2.13927 -1.88097 0.92806
H -0.15104 1.52054 -2.20837
H -1.50864 -0.24549 2.32210
H -1.64721 1.29435 -1.42773
H 1.96372 0.77837 -0.78188
H -1.89235 -0.35137 -0.03154

Here are the energies relative to the best structure, in kJ/mol: 1 0.0; 2 131.6.

1:
8
Properties=species:S:1:pos:R:3 method="wB97M-V/def2-TZVPD" homo_lumo_gap_ha="0.3251 / 0.3089" lumo_energy_ev="-1.0211 / -1.2232" multiplicity=1
C 1.08189 0.09491 0.77104
C -1.03282 0.28254 -0.67602
B 0.13303 -0.45459 -0.26380
H -1.62326 1.16325 -0.29881
H 0.45490 -1.46966 -0.65368
H 0.94201 1.06850 1.07154
H -1.80075 -0.16511 -1.28473
H 1.84499 -0.51984 1.33447

2:
8
Properties=species:S:1:pos:R:3 method="wB97M-V/def2-TZVPD" homo_lumo_gap_ha=0.3246 lumo_energy_ev=0.4634 multiplicity=1
C 1.25348 0.93792 -0.85715
C -1.07620 -0.75720 0.77871
B 0.17939 0.23843 -0.10637
H 1.28424 1.87262 -1.44545
H -0.73396 -1.80301 0.81282
H 2.37635 0.55065 -0.83611
H -1.53169 -0.25571 1.68773
H -1.75160 -0.78369 -0.03416

Here are the energies relative to the best structure, in kJ/mol: 1 53.2; 2 0.0.

1:
20
Properties=species:S:1:pos:R:3 method="wB97M-V/def2-TZVPD" homo_lumo_gap_ha="0.1482 / 0.2415" lumo_energy_ev="-3.0913 / -9.4941" charge=+1 multiplicity=3
O 1.03581 0.60003 0.46366
N -1.50547 1.37949 -0.47932
N 0.70070 -1.62251 -0.34589
C 0.43622 -0.27101 -0.52971
C 2.45068 0.70972 0.27841
C -1.70812 -0.70152 0.77069
C -1.12838 -0.07898 -0.44248
H 2.63945 1.02969 -0.77026
H -1.84475 -1.79516 0.69903
H -2.51764 1.45590 -0.34208
H 2.95914 -0.28010 0.32025
H -1.22952 1.82392 0.46304
H 1.60399 -1.98560 -0.52811
H 2.88629 1.29703 1.07082
H -1.46555 -0.70695 -1.24488
H -1.04005 1.98107 -1.20800
H 0.57666 -1.81592 0.58494
H 0.97274 0.02822 -1.44593
H -2.77340 -0.41412 1.02143
H -1.04881 -0.63318 1.66442

2:
20
Properties=species:S:1:pos:R:3 method="wB97M-V/def2-TZVPD" homo_lumo_gap_ha="0.2180 / 0.2243" lumo_energy_ev="-3.0968 / -8.0303" charge=+1 multiplicity=3
O -1.02866 0.30403 0.99611
N 1.00928 -0.65186 1.13727
N 0.09345 0.48433 -1.31187
C -0.17435 -0.65334 0.59498
C 1.66744 0.42831 1.83234
C -0.89628 1.55420 -1.68743
C -0.85439 -1.97089 -0.03210
H 1.20332 0.68384 2.77245
H -1.38256 -2.52209 0.62297
H -1.89430 0.04879 0.81012
H 2.71778 0.16908 1.88667
H 0.20756 -0.27678 -1.93923
H -0.47935 2.48706 -1.71999
H -1.10596 1.43282 -2.69197
H -0.24895 -2.58705 -0.59647
H 1.03559 0.90817 -1.15799
H -1.68317 1.48140 -1.01325
H 1.59572 1.31890 1.37454
H 1.74676 -1.25750 0.77874
H -1.52895 -1.38143 -0.65588

Here are the energies relative to the best structure, in kJ/mol: 1 105.5; 2 0.0.

1:
10
Properties=species:S:1:pos:R:3 method="wB97M-V/def2-TZVPD" homo_lumo_gap_ha=0.3412 lumo_energy_ev=-0.0902 multiplicity=1
P -1.02575 0.36658 0.65885
F -2.66482 0.74946 0.21516
F -1.20080 1.10263 2.13529
F -1.24790 -1.03599 1.29599
C 1.29142 -0.46385 -0.57102
C -0.07824 0.14950 -0.80507
H 2.10111 0.04333 -1.01630
H 1.30552 -1.36515 -0.99957
H 1.42642 -0.51792 0.47802
H 0.09304 0.97142 -1.39137

2:
10
Properties=species:S:1:pos:R:3 method="wB97M-V/def2-TZVPD" homo_lumo_gap_ha="0.2921 / 0.2920" lumo_energy_ev="-1.1365 / -1.1353" multiplicity=1
P -2.26016 -1.73891 -0.97312
F -2.99810 -2.85729 -1.89381
F -3.44442 -1.76666 0.09083
F -2.83915 -0.54729 -1.85232
C 0.17027 0.23760 -0.26607
C -1.00694 -0.28397 0.42215
H 1.04218 -0.42405 -0.28272
H 0.46184 1.09546 0.35090
H -0.05128 0.60551 -1.26599
H -0.72045 -0.88563 1.29363

Here are the energies relative to the best structure, in kJ/mol: 1 0.0; 2 69.8.

1:
20
Properties=species:S:1:pos:R:3 method="wB97M-V/def2-TZVPD" homo_lumo_gap_ha=0.3434 lumo_energy_ev=1.0290 multiplicity=1
S -1.23532 0.30007 1.89376
C -0.19976 2.39166 0.27669
C -0.12173 -1.73884 -2.07235
C 0.90430 -1.16224 -3.01617
C 0.19025 1.14596 1.07779
C -0.63447 -0.39072 3.50425
H 0.54887 -1.00607 -4.05900
H 0.51188 0.35192 0.40872
H -1.10820 2.30722 -0.34745
H -0.50950 3.17812 0.98220
H -0.94170 -1.04421 -1.91115
H 0.64589 2.75593 -0.29045
H -1.42253 -0.14548 4.20511
H -0.60075 -2.65547 -2.45994
H 1.64370 -1.95916 -3.15903
H 1.30576 -0.19350 -2.71793
H 0.37726 -0.01591 3.65690
H 0.32179 -2.15514 -1.16187
H -0.55274 -1.47067 3.35342
H 0.87701 1.50654 1.83651

2:
20
Properties=species:S:1:pos:R:3 method="wB97M-V/def2-TZVPD" homo_lumo_gap_ha=0.3488 lumo_energy_ev=0.9704 multiplicity=1
S -0.86795 0.83618 -0.90501
C -2.33915 -0.07210 -0.45503
C 2.67384 -1.91849 0.07684
C -1.52063 2.50833 -0.73279
C 1.49594 -1.77075 1.04140
C 1.51401 -0.42768 1.73904
H -2.70005 0.09525 0.56595
H 3.53009 -1.41630 0.52911
H -2.52249 2.53035 -1.16119
H 2.94065 -2.95218 -0.12926
H 0.54013 -1.92531 0.53449
H 1.71663 0.39221 1.03544
H 1.54986 -2.57059 1.78785
H -1.42246 2.85763 0.28546
H -0.98972 3.11369 -1.46625
H 0.56752 -0.18307 2.20593
H -3.20813 0.28866 -1.01989
H 2.39937 -0.36840 2.38362
H -2.23499 -1.13045 -0.64937
H 2.48926 -1.41452 -0.86855

3:
20
Properties=species:S:1:pos:R:3 method="wB97M-V/def2-TZVPD" homo_lumo_gap_ha=0.3416 lumo_energy_ev=0.9206 multiplicity=1
S -1.54444 2.03735 -0.77322
C -0.22704 0.89613 -1.06701
C -0.46574 0.05353 -2.40550
C -2.58505 0.76694 0.11660
C 2.05272 -1.51653 1.28013
C 1.44374 -0.25957 1.89556
H 0.48430 -0.14692 -2.89565
H 1.24917 -0.30594 2.97295
H -0.01437 0.33415 -0.18982
H 0.72531 1.38563 -1.27482
H -2.35136 0.83007 1.10251
H 1.88211 0.74796 1.85812
H -2.30004 -0.18820 -0.04019
H 0.39237 -0.11200 1.53830
H 1.61515 -2.42929 1.35032
H -3.66975 0.91386 -0.05809
H 3.18751 -1.58781 1.57934
H 2.13323 -1.11388 0.22796
H -1.03854 -0.80496 -1.98575
H -0.96927 0.49947 -3.23177

Here are the energies relative to the best structure, in kJ/mol: 1 35.4; 2 0.0; 3 145.2.

1:
20
Properties=species:S:1:pos:R:3 method="wB97M-V/def2-TZVPD" homo_lumo_gap_ha=0.3480 lumo_energy_ev=1.0015 multiplicity=1
S 1.80723 -2.12276 1.22365
C 2.52857 -0.74485 0.25791
C 2.54017 -1.84901 2.83014
C -2.03113 0.29663 -0.29240
C -1.78930 1.56398 -1.08270
C -2.35948 1.50828 -2.49143
H -2.23516 2.39561 -0.53033
H 3.01120 -1.14273 -0.63337
H -2.44116 2.50638 -2.92284
H 2.48109 -2.77660 3.39734
H -1.46911 -0.56644 -0.67259
H 1.70718 -0.08643 -0.02034
H 3.60027 -1.58012 2.81476
H 3.27922 -0.24425 0.86697
H -0.71320 1.76878 -1.06782
H -1.77742 0.89170 -3.18407
H 2.01851 -1.11354 3.43703
H -3.05202 -0.10905 -0.23008
H -1.75637 0.33904 0.75995
H -3.34908 1.06536 -2.45977

2:
20
Properties=species:S:1:pos:R:3 method="wB97M-V/def2-TZVPD" homo_lumo_gap_ha=0.3522 lumo_energy_ev=0.9691 multiplicity=1
S 1.83331 -2.00027 2.71054
C -0.23448 1.29834 -0.88460
C 0.45394 -0.97689 3.59950
C -1.28469 0.48324 -1.61516
C -1.28137 0.86205 -3.05945
C 1.72441 -1.38196 0.93755
H -1.63996 1.92978 -3.12816
H -0.82012 1.65539 -0.01784
H 0.23963 -0.19965 2.93920
H 0.77637 -0.97018 0.66285
H -2.23978 0.69739 -1.01448
H -0.52449 -1.36065 3.88089
H 2.16950 -2.23469 0.31318
H 2.43515 -0.49871 0.88046
H 0.20431 2.20089 -1.50606
H -0.19890 0.88498 -3.49809
H -1.80811 0.24447 -3.63343
H 0.56644 0.53927 -0.46452
H -1.09857 -0.68136 -1.52177
H 0.72741 -0.49143 4.41940

Here are the energies relative to the best structure, in kJ/mol: 1 0.0; 2 184.9.